The following is a DFT calculation (ωB97M-V with the def2-TZVPD basis set) of a 2-piece molecular cluster, C8H19NO overall.

Geometry (Å):
C: -0.787026 2.095385 -1.865545
C: -0.088678 1.491480 -0.653676
C: 0.841932 0.321798 -0.993339
O: 1.642710 -0.010045 0.115255
C: 0.104107 -0.921019 -1.566065
C: 1.008361 -2.145913 -1.452348
N: -1.142118 -1.185000 -0.852140
H: -1.445222 1.379157 -2.350380
H: -0.053698 2.426967 -2.614101
H: -1.383485 2.953766 -1.566611
H: 0.532631 2.260093 -0.182267
H: -0.821797 1.158108 0.073269
H: 1.561347 0.638337 -1.765657
H: 1.101166 -0.000410 0.896767
H: -0.082623 -0.716775 -2.637460
H: 0.543584 -3.004328 -1.936340
H: 1.961399 -1.942711 -1.936724
H: 1.190289 -2.377910 -0.408349
H: -1.847411 -0.484451 -1.070171
H: -1.508736 -2.089628 -1.127524
C: 0.604715 1.105581 3.057109
C: -0.464814 0.454372 2.637532
C: -0.527733 -1.012063 2.359808
H: 0.580635 2.164881 3.254534
H: 1.547951 0.610213 3.232785
H: -1.392227 0.989513 2.479401
H: -1.331990 -1.463315 2.942171
H: -0.750506 -1.197164 1.305402
H: 0.407237 -1.498919 2.624664

Atoms 1-2, force components in eV/Å:
0.311 -0.005 -0.100
0.488 0.045 -0.453

structure (SMILES)	CC[C@@H](O)[C@@H](C)N.C=CC
net charge	0
energy above the lowest of the compared OMol25 structures with the same formula, charge and spin	1.4948	eV

Just the Mulliken charges please, in e? Sure, here they are: number 1, C, carries -1.4185; number 2, C, carries -0.4115; number 3, C, carries 0.1627; number 4, O, carries -0.6099; number 5, C, carries 0.0933; number 6, C, carries -1.5143; number 7, N, carries -0.5255; number 8, H, carries 0.3091; number 9, H, carries 0.3153; number 10, H, carries 0.4112; number 11, H, carries 0.4029; number 12, H, carries 0.1644; number 13, H, carries 0.5142; number 14, H, carries 0.0902; number 15, H, carries 0.3017; number 16, H, carries 0.4214; number 17, H, carries 0.4006; number 18, H, carries 0.2892; number 19, H, carries 0.1866; number 20, H, carries 0.2578; number 21, C, carries -0.5792; number 22, C, carries -0.1225; number 23, C, carries -0.6600; number 24, H, carries 0.2756; number 25, H, carries 0.2567; number 26, H, carries 0.2927; number 27, H, carries 0.3892; number 28, H, carries 0.0244; number 29, H, carries 0.2823



The following is a DFT calculation (ωB97M-V with the def2-TZVPD basis set) of a 2-piece molecular cluster, C8H19NO overall.

Geometry (Å):
C: -1.557944 -1.536772 0.458603
C: -0.906901 -0.350145 -0.304342
N: -0.767520 -0.765201 -1.700785
C: -1.768229 -0.152394 -2.553975
C: 0.398016 -1.187186 -2.251296
C: 1.596162 -1.486295 -1.427378
O: 0.493478 -1.264505 -3.469564
H: -2.507250 -1.808839 -0.008091
H: -1.956791 -1.095961 1.381514
H: -0.797687 -2.278323 0.629548
H: -1.617334 0.454176 -0.120437
H: -0.000106 0.079401 0.077159
H: -2.183931 -0.854717 -3.263831
H: -2.645871 0.103820 -1.920617
H: -1.703624 0.847737 -2.977923
H: 2.420981 -0.771696 -1.484907
H: 1.541514 -1.520549 -0.337122
H: 1.990104 -2.463694 -1.721917
C: 1.349513 2.134417 0.897150
C: 1.399698 1.435106 2.270139
C: 0.137774 0.650421 2.687251
H: 1.263240 1.519916 0.010522
H: 2.195636 2.818298 0.796292
H: 0.549189 2.891376 0.913443
H: 2.293946 0.804067 2.254605
H: 1.485853 2.310261 2.915051
H: 0.191317 -0.354252 2.292721
H: -0.164964 0.709906 3.736122
H: -0.728270 1.131625 2.222067

Atoms 1-2, force components in eV/Å:
0.034 2.205 0.749
-1.075 -1.312 0.331

structure (SMILES)	CCN(C)C(C)=O.CCC
net charge	0
energy above the lowest of the compared OMol25 structures with the same formula, charge and spin	1.8941	eV

Just the Mulliken charges please, in e? Sure, here they are: number 1, C, carries -1.2206; number 2, C, carries 0.0430; number 3, N, carries 0.2483; number 4, C, carries -1.0898; number 5, C, carries 0.7569; number 6, C, carries -1.0908; number 7, O, carries -0.6515; number 8, H, carries 0.3643; number 9, H, carries 0.3899; number 10, H, carries 0.2977; number 11, H, carries 0.4862; number 12, H, carries -0.5766; number 13, H, carries 0.3312; number 14, H, carries 0.3795; number 15, H, carries 0.3499; number 16, H, carries 0.2907; number 17, H, carries 0.2881; number 18, H, carries 0.3077; number 19, C, carries -1.1315; number 20, C, carries -0.2039; number 21, C, carries -0.9057; number 22, H, carries 0.2422; number 23, H, carries 0.3844; number 24, H, carries 0.3199; number 25, H, carries 0.2920; number 26, H, carries 0.2807; number 27, H, carries 0.1672; number 28, H, carries 0.4165; number 29, H, carries 0.2341



The following is a DFT calculation (ωB97M-V with the def2-TZVPD basis set) of C8H19NO4Pd as an isolated structure.

Geometry (Å):
Pd: -0.059950 -0.616548 0.228182
C: 2.357022 0.052030 -1.077977
C: 1.554133 -0.037073 -2.344567
O: 0.244433 -0.581510 -2.042305
C: -0.865529 0.111350 -2.667522
C: -1.960709 0.304831 -1.657560
O: -1.352807 0.958732 -0.515824
C: -2.217933 1.170953 0.627450
C: -1.358323 1.771309 1.703510
O: -0.197882 0.927663 1.914930
C: 1.062732 1.636621 2.022608
C: 2.100950 0.926423 1.201597
O: 1.550900 0.797052 -0.132544
H: 2.582449 -0.934632 -0.662104
H: 3.298141 0.570500 -1.262981
H: 1.433262 0.955635 -2.775553
H: 2.063448 -0.678537 -3.061918
H: -0.520347 1.079677 -3.026891
H: -1.236447 -0.470750 -3.509649
H: -2.751590 0.930008 -2.072822
H: -2.401544 -0.643903 -1.337955
H: -3.027717 1.852697 0.366158
H: -2.655024 0.215448 0.931743
H: -1.024124 2.761947 1.398882
H: -1.926772 1.855014 2.628373
H: 0.930050 2.651744 1.651301
H: 1.376382 1.675063 3.064543
H: 3.023523 1.506818 1.175068
H: 2.329718 -0.068105 1.596354
N: -0.315821 -2.674572 0.987848
H: -0.852718 -2.708697 1.852021
H: 0.576688 -3.121508 1.191765
H: -0.787109 -3.282005 0.320567

Atoms 1-2, force components in eV/Å:
0.105 0.442 -0.160
0.061 0.113 0.120

net charge	+2
E_tot	-799.13396	a.u.
<S²>	2.004
spin multiplicity	3

Just the Mulliken charges please, in e? Sure, here they are: number 1, Pd, carries 0.6362; number 2, C, carries -0.5295; number 3, C, carries -0.4575; number 4, O, carries -0.3502; number 5, C, carries -0.4425; number 6, C, carries -0.5468; number 7, O, carries -0.2160; number 8, C, carries -0.5402; number 9, C, carries -0.4450; number 10, O, carries -0.3460; number 11, C, carries -0.4554; number 12, C, carries -0.5337; number 13, O, carries -0.2246; number 14, H, carries 0.3147; number 15, H, carries 0.4401; number 16, H, carries 0.3916; number 17, H, carries 0.4130; number 18, H, carries 0.3888; number 19, H, carries 0.4150; number 20, H, carries 0.4390; number 21, H, carries 0.3084; number 22, H, carries 0.4394; number 23, H, carries 0.3064; number 24, H, carries 0.3906; number 25, H, carries 0.4155; number 26, H, carries 0.3917; number 27, H, carries 0.4116; number 28, H, carries 0.4395; number 29, H, carries 0.3164; number 30, N, carries -0.6327; number 31, H, carries 0.2906; number 32, H, carries 0.2819; number 33, H, carries 0.2897



The following is a DFT calculation (ωB97M-V with the def2-TZVPD basis set) of C8H19NO4S3Tl as an isolated structure.

Geometry (Å):
Tl: -0.067907 -0.008387 0.643174
S: -0.424241 -2.588256 0.360345
S: -0.549646 2.566978 0.290197
C: 1.144684 -3.348008 0.747736
C: -0.435610 -2.469477 -1.435128
C: 0.305264 -1.286511 -2.087056
N: -0.296256 -0.018552 -1.654489
C: 0.362045 1.224114 -2.075942
C: -0.393100 2.434482 -1.493878
H: -1.493437 -2.470995 -1.728071
H: 0.029859 -3.397734 -1.767035
H: 0.181706 -1.324536 -3.176776
H: 1.367206 -1.278369 -1.819475
H: 0.308730 1.242528 -3.172206
H: 1.404939 1.198594 -1.741182
H: -1.421249 2.462415 -1.877813
H: 0.125621 3.346199 -1.789005
C: 0.917570 3.425307 0.826596
H: -1.293665 0.002920 -1.849798
H: 1.829778 3.066882 0.337929
H: 0.996421 3.317407 1.918026
H: 0.686127 4.464138 0.554880
H: 1.272286 -3.304773 1.838753
H: 1.993848 -2.874283 0.242951
H: 0.994648 -4.384515 0.414013
C: -2.268833 0.048236 1.553487
C: -2.448605 -0.026438 0.195539
H: -2.242549 1.068079 2.090208
H: -2.160980 -0.905044 2.186275
H: -2.580703 0.934992 -0.433505
H: -2.497312 -1.030652 -0.342886
O: 1.609662 -1.357893 3.529141
S: 1.398922 -0.036007 2.963029
O: 1.754962 1.179796 3.690147
O: 2.005477 0.044704 1.303305
O: -0.115663 0.082650 2.758520

Atoms 1-2, force components in eV/Å:
2.010 0.079 -0.658
-0.225 0.304 0.281

net charge	+1
E_tot	-2038.60419	a.u.

Just the Mulliken charges please, in e? Sure, here they are: number 1, Tl, carries 1.2557; number 2, S, carries 0.0598; number 3, S, carries 0.0538; number 4, C, carries -0.9588; number 5, C, carries -0.7496; number 6, C, carries -0.7737; number 7, N, carries -0.5432; number 8, C, carries -0.7915; number 9, C, carries -0.7159; number 10, H, carries 0.3967; number 11, H, carries 0.5350; number 12, H, carries 0.4423; number 13, H, carries 0.4132; number 14, H, carries 0.4432; number 15, H, carries 0.4173; number 16, H, carries 0.3914; number 17, H, carries 0.5208; number 18, C, carries -0.9817; number 19, H, carries 0.4500; number 20, H, carries 0.3031; number 21, H, carries 0.3699; number 22, H, carries 0.4568; number 23, H, carries 0.3642; number 24, H, carries 0.2961; number 25, H, carries 0.4668; number 26, C, carries -0.7144; number 27, C, carries -0.6793; number 28, H, carries 0.4131; number 29, H, carries 0.4107; number 30, H, carries 0.4306; number 31, H, carries 0.4795; number 32, O, carries -0.5914; number 33, S, carries 1.0588; number 34, O, carries -0.5858; number 35, O, carries -0.7257; number 36, O, carries -0.6180